ORCA calculation (ωB97M-V with the def2-TZVPD basis set) on a molecular structure, C19H19MoN2PSSe3.

XYZ file:
```
46
Properties=species:S:1:pos:R:3
Mo 1.912 1.100 -0.938
Se -0.674 1.323 -0.951
P -0.579 1.411 1.226
Se 1.571 1.166 1.579
C -1.545 0.071 1.975
C -2.930 0.093 1.808
C -3.704 -0.928 2.330
C -3.101 -1.971 3.024
C -1.726 -1.993 3.191
C -0.943 -0.973 2.664
C -1.302 2.911 1.934
C -1.482 4.039 1.142
C -1.993 5.200 1.705
C -2.312 5.236 3.054
C -2.123 4.111 3.848
C -1.620 2.948 3.291
H -3.398 0.907 1.266
H -4.778 -0.912 2.197
H -3.709 -2.768 3.434
H -1.256 -2.804 3.732
H 0.132 -0.988 2.787
H -1.224 4.004 0.090
H -2.139 6.076 1.087
H -2.710 6.142 3.491
H -2.371 4.140 4.901
H -1.480 2.068 3.907
C 3.594 -0.169 -0.389
H 3.222 -1.170 -0.133
H 4.189 0.170 0.461
H 4.262 -0.303 -1.248
N 2.562 -4.499 -5.310
C 1.638 -4.319 -4.352
S 0.548 -5.502 -3.987
C 1.660 -3.004 -3.665
C 2.321 -1.893 -4.185
C 2.338 -0.706 -3.480
N 1.709 -0.556 -2.311
C 1.030 -1.612 -1.826
C 1.006 -2.838 -2.447
H 2.590 -5.388 -5.779
H 3.324 -3.859 -5.450
H 2.820 -1.906 -5.144
H 2.877 0.159 -3.843
H 0.519 -1.459 -0.884
H 0.478 -3.668 -2.002
Se 2.798 2.916 -1.799
```

F_max	0.01252	hartree/bohr
lowest unoccupied orbital energy (spin up / spin down)	-0.91 / -0.91	eV
multiplicity	1
charge	0
ΔE to the lowest compared entry with this formula, charge and spin	0.0	kcal/mol
highest occupied orbital energy (spin up / spin down)	-7.0 / -7.0	eV
gap between HOMO and LUMO (spin up / spin down)	6.0495 / 6.0503	eV